The following is a quantum chemistry calculation of C5H8O in the gas phase, from the Open Molecules 2025 dataset.

ORCA input file:
```
! wB97M-V def2-TZVPD RIJCOSX def2/J DEFGRID3
* xyz 0 1
O -0.09 -0.23 2.11
C -0.09 0.07 0.75
C 1.18 0.30 -0.06
C 0.55 -0.54 -1.21
C -0.70 -0.75 -0.36
C -1.29 0.59 0.02
H 0.18 0.58 2.57
H 2.05 -0.19 0.39
H 1.42 1.35 -0.28
H 1.11 -1.47 -1.39
H 0.40 -0.03 -2.16
H -1.29 -1.66 -0.31
H -2.22 0.52 0.58
H -1.22 1.44 -0.66
*
```

Computed properties:
largest force on an atom	0.289	eV/Å
ΔE to the lowest compared entry with this formula, charge and spin	184.3	kJ/mol
SMILES	O[C@@]12CC[C@@H]1C2

The following is a quantum chemistry calculation of 2 unconnected molecules or ions with the total composition C7H17NO in a non-equilibrium geometry, from the Open Molecules 2025 dataset.

ORCA input file:
```
! wB97M-V def2-TZVPD RIJCOSX def2/J DEFGRID3
* xyz -1 2
C 1.08 2.78 -3.36
C -0.34 2.45 -2.78
H 1.13 3.81 -3.26
H 1.90 2.30 -2.70
H 1.39 2.51 -4.40
H -0.57 3.20 -2.18
H -0.23 1.52 -2.04
H -1.03 2.11 -3.48
C -0.53 -2.16 1.78
C 0.60 -2.94 2.66
C 0.90 -0.09 2.24
C -1.59 -0.43 -0.55
C -0.43 -0.10 0.30
O 0.07 0.92 -0.03
N 0.14 -0.92 1.29
H -0.67 -2.82 0.84
H -1.39 -1.89 2.47
H 0.52 -3.98 2.28
H 0.00 -2.76 3.60
H 0.20 0.30 2.97
H -2.55 0.20 -0.44
H 1.49 -2.63 2.41
H 1.68 -0.66 2.66
H 1.35 0.87 1.85
H -1.27 -0.10 -1.61
H -1.86 -1.48 -0.51
*
```

Computed properties:
largest force on an atom	8.465	eV/Å
ΔE to the lowest compared entry with this formula, charge and spin	244.9	kJ/mol
<S²>	0.7504

The following is a quantum chemistry calculation of a gas-phase ion, C3H3ClNO (charge +1) in a non-equilibrium geometry, from the Open Molecules 2025 dataset.

ORCA input file:
```
! wB97M-V def2-TZVPD RIJCOSX def2/J DEFGRID3
* xyz 1 1
C -1.26 -0.09 -0.14
C -0.20 -0.77 0.21
C 1.24 -0.10 0.12
Cl 2.60 -1.01 -0.06
N 1.00 1.11 0.11
O 0.21 2.01 -0.02
H -2.27 -0.35 -0.21
H -1.15 1.09 -0.38
H -0.18 -1.89 0.36
*
```

Computed properties:
largest force on an atom	4.202	eV/Å
ΔE to the lowest compared entry with this formula, charge and spin	324.9	kJ/mol
SMILES	C=CC(Cl)=[N+]=O